Record 1
77
Properties=species:S:1:pos:R:3:forces:R:3 method="wB97M-V/def2-TZVPD" relative_energy_kcal_mol=0.0 homo_lumo_gap_ev=7.79 largest_force_ha_per_bohr=0.0107
O -0.500 -3.757 1.354 0.13 -0.07 -0.20
C 0.086 -4.043 0.363 -0.12 0.14 0.52
Br -0.251 -3.021 -1.248 -0.07 -0.01 -0.30
C 1.096 -5.161 0.227 -0.03 -0.06 0.07
C 1.725 -5.454 1.567 0.21 0.06 0.01
C 1.504 -6.666 2.209 -0.01 0.14 -0.08
C 2.041 -6.922 3.463 0.13 0.12 0.11
C 2.793 -5.952 4.113 -0.01 -0.07 -0.13
C 3.001 -4.727 3.496 -0.05 -0.01 -0.15
C 2.492 -4.482 2.219 -0.07 -0.25 0.13
C 2.771 -3.152 1.606 0.01 -0.04 -0.13
O 2.937 -3.007 0.413 -0.21 0.08 -0.02
C 2.812 -2.023 2.561 0.06 0.09 0.19
C 2.384 -0.760 2.178 0.11 -0.04 0.02
C 2.378 0.272 3.104 -0.03 -0.02 -0.07
C 2.826 0.040 4.401 0.06 -0.12 -0.06
C 3.295 -1.215 4.780 0.01 0.08 -0.25
C 3.279 -2.257 3.857 -0.11 0.23 0.06
C 3.732 -3.632 4.209 0.01 0.06 -0.03
O 4.605 -3.853 5.016 -0.15 -0.03 0.19
H 0.534 -6.029 -0.125 0.02 -0.02 -0.06
H 1.838 -4.896 -0.518 -0.04 0.00 -0.09
H 0.891 -7.409 1.715 0.00 -0.07 0.04
H 1.862 -7.873 3.945 -0.03 -0.04 0.00
H 3.207 -6.119 5.098 0.02 -0.04 0.02
H 2.054 -0.607 1.159 0.01 0.03 0.00
H 2.013 1.245 2.800 -0.03 0.02 0.10
H 2.813 0.849 5.119 0.01 0.00 0.04
H 3.663 -1.386 5.782 0.03 -0.08 0.02
N -1.118 0.832 1.129 0.09 0.17 -0.09
C -1.005 2.012 1.828 -0.05 -0.08 0.13
N -2.135 2.448 2.441 0.04 0.04 -0.16
O 0.056 2.622 1.879 0.00 -0.11 -0.03
H -1.949 0.274 1.089 0.03 -0.05 0.13
H -0.289 0.499 0.673 -0.03 -0.04 -0.02
H -2.094 3.330 2.936 0.05 0.04 0.13
H -2.995 1.934 2.426 0.02 -0.05 0.00
N -0.210 6.081 4.630 -0.02 -0.05 0.03
C -1.499 5.675 4.797 0.24 0.14 -0.05
N -2.205 6.307 5.780 0.00 -0.06 -0.01
O -1.991 4.800 4.102 -0.30 -0.06 0.06
H 0.219 6.802 5.177 -0.02 0.02 -0.01
H 0.317 5.636 3.900 -0.01 -0.01 -0.03
H -3.158 6.026 5.915 -0.01 0.00 -0.01
H -1.821 7.030 6.357 0.02 0.01 -0.01
N -0.033 5.006 -2.848 0.03 -0.03 -0.02
C 0.676 5.052 -1.681 -0.02 -0.10 0.06
N 0.235 4.173 -0.735 0.14 0.04 0.05
O 1.623 5.806 -1.502 -0.02 0.02 -0.01
H -0.788 4.350 -2.963 -0.06 0.13 -0.08
H 0.235 5.634 -3.581 0.02 0.00 0.01
H 0.711 4.130 0.147 -0.04 -0.04 0.02
H -0.561 3.579 -0.893 -0.05 0.05 -0.07
N -3.816 2.003 -3.504 0.09 -0.01 -0.02
C -3.116 2.296 -2.376 -0.07 -0.13 0.02
N -3.457 1.593 -1.260 -0.05 0.01 0.04
O -2.226 3.137 -2.353 0.05 0.00 -0.01
H -4.548 1.317 -3.563 0.02 -0.02 -0.12
H -3.587 2.526 -4.328 -0.13 0.11 0.02
H -2.939 1.793 -0.423 0.04 0.00 -0.02
H -4.176 0.895 -1.248 -0.01 0.00 -0.05
N 2.191 -1.994 -3.818 -0.05 0.01 -0.06
C 1.452 -1.892 -4.961 0.05 -0.01 0.05
N 2.170 -1.889 -6.127 0.00 -0.01 -0.01
O 0.235 -1.812 -4.947 -0.03 0.02 -0.03
H 3.190 -2.062 -3.802 0.00 0.02 0.00
H 1.685 -1.997 -2.952 0.07 -0.03 0.07
H 1.653 -1.818 -6.982 -0.01 -0.01 0.00
H 3.169 -1.950 -6.161 0.01 0.01 0.02
N -4.655 -0.235 -7.991 -0.03 0.01 -0.01
C -4.341 0.237 -6.749 0.12 -0.01 0.01
N -3.062 0.687 -6.593 -0.08 0.16 -0.03
O -5.153 0.255 -5.837 -0.05 0.06 0.11
H -4.005 -0.263 -8.753 0.02 -0.01 0.02
H -5.589 -0.573 -8.131 -0.01 0.00 0.01
H -2.801 1.020 -5.684 0.10 -0.18 0.05
H -2.373 0.684 -7.321 -0.01 -0.08 -0.01

=====

Record 2
16
Properties=species:S:1:pos:R:3:forces:R:3 method="wB97M-V/def2-TZVPD" relative_energy_kcal_mol=73.7 homo_lumo_gap_ev=9.08 largest_force_ha_per_bohr=0.0839
H -3.020 -1.048 1.167 0.26 0.10 0.16
N -2.132 -1.547 1.089 0.42 -0.11 -0.21
C -1.147 -0.808 0.844 0.76 -0.22 -0.67
C 0.314 -1.511 0.709 -2.32 1.09 3.47
O 1.234 -1.020 1.308 -0.03 -0.63 -0.86
O -1.207 0.556 0.779 -0.58 0.07 -0.04
C -0.252 1.123 -0.053 1.08 -0.17 0.51
C 0.395 2.223 0.319 -0.33 -0.21 -0.15
C 0.078 0.221 -1.160 1.78 -0.79 -0.53
C 1.336 -0.165 -1.491 -1.69 1.55 -1.00
H 0.100 -2.575 0.573 0.71 -0.40 -0.88
H 0.070 2.804 1.170 0.13 -0.19 0.14
H 1.297 2.511 -0.197 -0.26 0.32 -0.37
H -0.744 -0.353 -1.561 -0.27 0.09 -0.22
H 2.175 0.429 -1.181 0.38 -0.23 0.62
H 1.504 -0.840 -2.314 -0.05 -0.29 0.04

=====

| no. | DFT total energy (Ha) | HOMO energy (eV) | lowest unoccupied orbital energy (eV) |
| --- | --- | --- | --- |
| 1 | -4766.685626 | -8.611 | -0.8 |
| 2 | -437.950265 | -9.085 | 0.0 |